(1)
Entry from OMol25: one molecule with the formula C5H10N2S at a distorted geometry (ωB97M-V/def2-TZVPD).

Calculated values
Total charge: 0
Kohn-Sham gap in eV: 8.49
Energy relative to the best compared isomer or geometry (same formula, charge and spin) in eV: 0.990
Multiplicity: 1
Structure (SMILES): CC[C@H](C=S)/N=C\N

The geometry in XYZ format:
```
18
C5H10N2S (ωB97M-V/def2-TZVPD)
C 1.72 -0.59 -1.63
C 1.64 -0.16 -0.16
C 0.21 -0.06 0.39
C -0.52 -1.38 0.33
S -1.26 -2.12 1.56
N -0.56 0.89 -0.41
C -1.57 1.45 0.14
N -2.06 1.29 1.42
H 1.44 -1.65 -1.73
H 1.06 0.01 -2.22
H 2.74 -0.47 -1.99
H 2.10 0.83 -0.06
H 2.21 -0.85 0.46
H 0.29 0.24 1.41
H -0.56 -1.82 -0.66
H -2.10 2.19 -0.44
H -2.95 1.72 1.66
H -1.82 0.47 1.96
```

=====

(2)
Entry from OMol25: C31H51Cl5N10OS5Sn as an isolated structure (ωB97M-V/def2-TZVPD).

Calculated values
Total charge: +2
Kohn-Sham gap in eV: 2.92
Energy relative to the best compared isomer or geometry (same formula, charge and spin) in eV: 0.980
Multiplicity: 1

The geometry in XYZ format:
```
104
C31H51Cl5N10OS5Sn (ωB97M-V/def2-TZVPD)
Sn -0.82 0.04 -0.32
C -1.76 -0.35 -5.71
N -1.38 0.08 -4.37
C -1.24 1.51 -4.19
C -1.13 -0.79 -3.36
N -0.23 -0.54 -2.40
C 1.02 0.12 -2.80
C 2.12 -0.49 -1.96
N 1.92 -0.09 -0.56
C 2.30 -1.13 0.38
C 1.30 -2.27 0.45
N 0.01 -1.77 0.90
C -0.66 -2.50 1.77
N -1.60 -1.94 2.58
C -2.77 -2.67 3.05
C -1.73 -0.51 2.75
N -0.41 -3.82 1.96
C -0.42 -4.45 3.27
C -0.18 -4.71 0.84
C 2.65 1.16 -0.27
C 1.91 2.07 0.70
N 0.84 2.72 -0.01
C 0.35 3.82 0.45
N 0.48 4.25 1.77
C 0.77 5.63 2.11
C 0.30 3.33 2.86
N -0.34 4.67 -0.37
C -1.48 5.44 0.09
C -0.26 4.50 -1.80
N -1.79 -1.96 -3.36
C -1.23 -3.14 -2.71
C -3.17 -2.08 -3.79
H -1.16 0.20 -6.43
H -1.56 -1.41 -5.83
H -2.81 -0.16 -5.91
H -2.12 2.01 -4.59
H -1.15 1.75 -3.14
H -0.36 1.89 -4.72
H 1.21 -0.04 -3.86
H 1.01 1.20 -2.62
H 2.07 -1.57 -2.04
H 3.11 -0.18 -2.32
H 3.30 -1.53 0.15
H 2.36 -0.68 1.38
H 1.21 -2.74 -0.54
H 1.69 -3.03 1.13
H -2.77 -3.69 2.68
H -2.80 -2.69 4.15
H -3.68 -2.18 2.69
H -0.77 -0.02 2.62
H -2.46 -0.08 2.05
H -2.10 -0.30 3.76
H -0.50 -3.70 4.05
H -1.24 -5.16 3.38
H 0.52 -5.00 3.41
H -0.39 -4.19 -0.09
H 0.84 -5.10 0.82
H -0.86 -5.56 0.91
H 3.65 0.91 0.11
H 2.78 1.71 -1.20
H 1.57 1.45 1.56
H 2.62 2.79 1.12
H 0.93 6.20 1.21
H -0.04 6.09 2.68
H 1.68 5.68 2.71
H -0.18 2.42 2.50
H 1.25 3.06 3.35
H -0.35 3.78 3.62
H -1.34 6.50 -0.07
H -2.38 5.13 -0.45
H -1.66 5.26 1.15
H 0.68 4.04 -2.07
H -1.08 3.87 -2.17
H -0.35 5.48 -2.28
H -0.14 -3.05 -2.67
H -1.62 -3.25 -1.70
H -1.49 -4.01 -3.30
H -3.62 -1.09 -3.90
H -3.27 -2.63 -4.73
H -3.73 -2.62 -3.02
Cl -8.33 -1.20 -0.51
C -6.61 -1.25 -0.57
C -5.89 -0.12 -0.95
Cl -6.71 1.31 -1.41
C -4.50 -0.16 -0.97
Cl -3.60 1.21 -1.53
C -3.77 -1.30 -0.58
O -2.46 -1.37 -0.56
C -4.54 -2.44 -0.26
Cl -3.69 -3.92 0.04
C -5.93 -2.42 -0.24
Cl -6.80 -3.83 0.19
C 4.64 1.29 5.12
S 3.99 1.48 6.79
C 2.38 1.04 6.90
C 1.44 0.50 5.87
S 1.77 0.23 4.31
S -0.16 0.19 6.49
C 0.08 0.68 8.15
S -1.01 0.64 9.31
S 1.73 1.24 8.46
H 5.68 1.61 5.24
H 4.12 1.94 4.42
H 4.60 0.26 4.80
```

=====

Record-wise LUMO energy values, in eV: -0.18; -8.61